1.
Here is 2 unconnected molecules or ions with the total composition C4H10O from the Open Molecules 2025 dataset. Energies are from ωB97M-V/def2-TZVPD.

For the HOMO-LUMO gap, the calculation gives 10.5 eV. As for the structure (SMILES): C=CC.CO. As for the HOMO energy: -9.490 eV. Its net charge is 0.

Cartesian coordinates (Å):
C -1.5211 2.1956 3.1156
C -2.6083 1.7136 2.5078
C -2.8094 0.4708 1.7528
H -1.6692 3.0995 3.6940
H -0.5178 1.9698 2.7721
H -3.5585 2.2006 2.7387
H -1.9222 0.1208 1.2127
H -3.5850 0.5603 0.9939
H -3.2552 -0.3350 2.3519
C 3.4818 -2.3552 -3.6641
O 3.3973 -1.2045 -2.8295
H 3.4592 -3.2874 -3.1184
H 4.3911 -2.3046 -4.2583
H 2.6242 -2.2774 -4.3393
H 4.0931 -0.5667 -2.9301

2.
Here is 2 unconnected molecules or ions with the total composition C4H10O from the Open Molecules 2025 dataset. Energies are from ωB97M-V/def2-TZVPD.

For the HOMO-LUMO gap, the calculation gives 9.6 eV. As for the structure (SMILES): C=CC.CO. As for the HOMO energy: -8.730 eV. Its net charge is 0.

Cartesian coordinates (Å):
C 1.0319 0.3163 -1.1981
C 1.8898 0.0720 -0.1908
C 1.7673 0.5830 1.3289
H 0.8450 -0.5451 -1.8644
H 0.2579 1.2137 -1.4174
H 2.8238 -0.5704 -0.4814
H 2.2838 1.5421 1.4746
H 0.7394 0.5643 1.7823
H 2.4212 -0.1793 1.7978
C -2.1962 -0.6225 0.1022
O -2.1152 0.0177 -1.1779
H -1.9338 -1.6996 0.0627
H -1.4846 -0.0765 0.8509
H -3.2775 -0.5379 0.4089
H -3.0530 -0.0779 -1.4783

3.
Here is a single C4H10O molecule from the Open Molecules 2025 dataset. Energies are from ωB97M-V/def2-TZVPD.

For the HOMO-LUMO gap, the calculation gives 10.9 eV. As for the structure (SMILES): CC[C@@H](C)O. As for the HOMO energy: -9.940 eV. Its net charge is 0.

Cartesian coordinates (Å):
C 1.9257 -0.1346 0.1706
C 0.7079 -0.2127 -0.7544
C -0.5922 0.5239 -0.3890
C -1.6053 -0.5046 0.4054
O -0.3397 1.6545 0.4064
H 1.5873 -0.2542 1.2018
H 2.5233 0.7849 0.1267
H 2.6059 -0.9680 -0.0539
H 0.9833 -0.2033 -1.8222
H 0.1905 -1.1301 -0.5478
H -1.0845 0.8165 -1.3348
H -1.7498 -1.5330 0.0014
H -1.3193 -0.6830 1.4596
H -2.6214 -0.0907 0.4269
H -1.2118 1.9342 0.7033

Verdict on stability: 2 comes out at the bottom.

1.
Here is 2 unconnected molecules or ions with the total composition C4H10O from the Open Molecules 2025 dataset. Energies are from ωB97M-V/def2-TZVPD.

For the HOMO-LUMO gap, the calculation gives 9.9 eV. As for the structure (SMILES): C=CC.CO. As for the HOMO energy: -8.973 eV. Its net charge is 0.

Cartesian coordinates (Å):
C 1.4238 0.8922 0.5232
C 2.3492 0.1812 -0.2635
C 2.5501 -1.2999 -0.0326
H 1.2851 1.8484 0.4572
H 0.6371 0.3446 0.9979
H 2.7181 0.5563 -1.2302
H 3.0346 -1.3754 0.9790
H 1.5094 -1.6382 0.2883
H 2.8948 -1.9658 -0.8306
C -2.8993 0.7769 -0.2265
O -3.1201 -0.4686 0.5102
H -3.2424 0.7434 -1.2916
H -3.6578 1.4373 0.0760
H -1.8244 1.0448 -0.0260
H -3.6583 -1.0772 0.0692

2.
Here is 2 unconnected molecules or ions with the total composition C4H10O from the Open Molecules 2025 dataset. Energies are from ωB97M-V/def2-TZVPD.

For the HOMO-LUMO gap, the calculation gives 11.1 eV. As for the structure (SMILES): CC=O.CC. As for the HOMO energy: -10.014 eV. Its net charge is 0.

Cartesian coordinates (Å):
C -1.0677 2.8711 -0.9606
C -1.2547 1.3756 -0.7812
O -0.3643 0.5757 -0.8941
H -0.8922 3.4257 -0.0207
H -1.8973 3.3552 -1.4815
H -0.2341 2.9610 -1.6936
H -2.2846 1.0307 -0.5962
C 1.7774 -2.6698 1.5095
C 0.6819 -1.8400 0.8358
H 1.6763 -2.7006 2.5953
H 2.7543 -2.2964 1.2811
H 1.6733 -3.7327 1.2474
H -0.2545 -2.1863 1.2617
H 0.8035 -0.7575 1.1687
H 0.7310 -1.8449 -0.2621

Verdict on stability: 1 comes out at the bottom.

1.
Here is 2 unconnected molecules or ions with the total composition C4H10O from the Open Molecules 2025 dataset. Energies are from ωB97M-V/def2-TZVPD.

For the HOMO-LUMO gap (spin up / spin down), the calculation gives 8.2 / 8.0 eV. As for the HOMO energy (spin up / spin down): -7.084 / -6.949 eV. Its net charge is 0.

Cartesian coordinates (Å):
C -1.2116 0.2032 -1.5748
O -0.7851 -0.5827 -0.6053
C 0.0375 -0.2559 0.3448
C 0.2315 1.1851 0.6589
C 0.3651 -1.3497 1.3078
H 0.9306 0.1313 -1.9731
H -1.2207 1.2745 -1.4237
H -1.8825 -0.2921 -2.2605
H 1.3669 -0.1088 -1.3867
H -0.7252 1.6424 0.9672
H 0.5895 1.7557 -0.2083
H 0.9498 1.3058 1.4739
H 1.4230 -1.3191 1.5920
H 0.1552 -2.3222 0.8547
H -0.2241 -1.2675 2.2331

2.
Here is 2 unconnected molecules or ions with the total composition C4H10O from the Open Molecules 2025 dataset. Energies are from ωB97M-V/def2-TZVPD.

For the HOMO-LUMO gap, the calculation gives 11.2 eV. As for the structure (SMILES): C=C.CCO. As for the HOMO energy: -10.226 eV. Its net charge is 0.

Cartesian coordinates (Å):
C -2.5656 0.9786 -0.6920
C -3.3610 -0.0539 -0.4837
H -1.5240 0.8498 -0.9568
H -2.9347 1.9850 -0.5806
H -3.0078 -1.0737 -0.4756
H -4.4041 0.1371 -0.2695
C 1.3854 -0.1031 -0.3720
C 2.1028 -0.2187 0.9518
O 2.7908 -1.4749 1.0564
H 0.4838 -0.7206 -0.3830
H 1.0408 0.9189 -0.5164
H 2.0106 -0.4059 -1.2036
H 1.4136 -0.1365 1.7877
H 2.8248 0.5981 1.0380
H 3.7446 -1.2802 1.0993

3.
Here is 2 unconnected molecules or ions with the total composition C4H10O from the Open Molecules 2025 dataset. Energies are from ωB97M-V/def2-TZVPD.

For the HOMO-LUMO gap, the calculation gives 10.2 eV. As for the structure (SMILES): C=CC.CO. As for the HOMO energy: -9.168 eV. Its net charge is 0.

Cartesian coordinates (Å):
C -1.5721 0.3912 2.7330
C -2.4349 0.4542 1.7020
C -3.0736 1.6452 1.3501
H -1.0490 -0.5245 2.9008
H -1.4818 1.2778 3.3335
H -2.6751 -0.4148 0.9635
H -2.6768 2.5691 1.8309
H -3.1106 1.6196 0.1686
H -4.1445 1.5127 1.5716
C 3.8621 -1.6975 -2.5514
O 2.9138 -0.6900 -3.0126
H 3.8394 -2.6498 -2.9109
H 4.8024 -1.1997 -2.6431
H 3.8697 -1.7138 -1.5024
H 2.9309 -0.5797 -3.9336

Verdict on stability: 1 comes out at the bottom.

1.
Here is 2 unconnected molecules or ions with the total composition C4H10O from the Open Molecules 2025 dataset. Energies are from ωB97M-V/def2-TZVPD.

For the HOMO-LUMO gap, the calculation gives 9.0 eV. As for the structure (SMILES): C=CC.CO. As for the HOMO energy: -8.277 eV. Its net charge is 0.

Cartesian coordinates (Å):
C 0.5038 1.8217 1.7240
C -0.8099 1.5262 1.2533
C -1.3235 1.5919 -0.0642
H 0.6342 2.5797 2.5220
H 1.3520 1.2875 1.2774
H -1.4901 1.5515 2.1204
H -2.3546 1.9995 -0.0938
H -0.8428 1.8756 -0.9911
H -1.4875 0.4882 -0.2993
C 1.1213 -2.4172 -1.6527
O 0.5443 -3.0694 -0.3576
H 1.1585 -3.2507 -2.3882
H 0.4862 -1.5336 -2.0146
H 2.0369 -2.0216 -1.3695
H 0.4714 -2.4293 0.3340

2.
Here is a molecular structure, C4H10O from the Open Molecules 2025 dataset. Energies are from ωB97M-V/def2-TZVPD.

For the HOMO-LUMO gap, the calculation gives 8.9 eV. As for the HOMO energy: -8.007 eV. Its net charge is 0.

Cartesian coordinates (Å):
C 1.1387 -0.9792 0.4586
C -0.0826 -0.1280 0.1630
C -1.0096 0.0916 1.3440
C -0.6278 -0.1424 -1.1423
O -0.0578 1.5973 -1.5627
H 1.7580 -0.5211 1.2391
H 1.7718 -1.1101 -0.4271
H 0.8639 -1.9821 0.8204
H 0.2545 1.1301 -0.4550
H -1.4260 -0.8525 1.7275
H -0.4735 0.5627 2.1764
H -1.8483 0.7467 1.0841
H -1.6808 0.0587 -1.3174
H -0.1323 -0.6893 -1.9433
H 0.7045 1.5744 -2.1671

Verdict on stability: 1 comes out at the bottom.

1.
Here is 2 unconnected molecules or ions with the total composition C4H10O from the Open Molecules 2025 dataset. Energies are from ωB97M-V/def2-TZVPD.

For the HOMO-LUMO gap, the calculation gives 10.4 eV. As for the structure (SMILES): C/C=C/C.O. As for the HOMO energy: -9.376 eV. Its net charge is 0.

Cartesian coordinates (Å):
C -0.1484 1.9759 -1.0566
C -0.0179 0.7905 -0.1412
C -1.0166 -0.0308 0.1425
C -0.9968 -1.1512 1.1461
H -0.8175 1.8031 -1.8927
H -0.3977 2.8836 -0.5143
H 0.8236 2.2297 -1.4792
H 0.9725 0.7841 0.3044
H -1.9635 0.0191 -0.3856
H -0.9634 -0.7855 2.1750
H -1.8961 -1.7596 1.0482
H -0.1619 -1.8473 1.0545
O 2.5382 -1.6371 0.0327
H 2.3165 -1.3734 -0.8851
H 1.7291 -1.9010 0.4513

2.
Here is 2 unconnected molecules or ions with the total composition C4H10O from the Open Molecules 2025 dataset. Energies are from ωB97M-V/def2-TZVPD.

For the HOMO-LUMO gap, the calculation gives 9.5 eV. As for the HOMO energy: -8.395 eV. Its net charge is 0.

Cartesian coordinates (Å):
C -0.9700 -0.2000 -1.8836
O 0.2100 0.3301 -1.2636
C 0.9224 -0.5269 -0.5770
C 2.0986 0.2237 -0.0138
C -1.2039 -0.0287 1.9391
H -1.7211 0.5929 -1.8741
H -1.3087 -1.0772 -1.3291
H -0.7283 -0.4721 -2.9142
H -0.6259 -0.7174 1.3155
H 2.1237 1.2964 -0.2464
H 3.0159 -0.2614 -0.3715
H 2.0891 0.0720 1.0733
H -0.9749 -0.2077 2.9925
H -2.2720 -0.1868 1.7678
H -0.9426 1.0009 1.6782

3.
Here is 3 unconnected molecules or ions with the total composition C4H10O from the Open Molecules 2025 dataset. Energies are from ωB97M-V/def2-TZVPD.

For the HOMO-LUMO gap, the calculation gives 10.0 eV. As for the HOMO energy: -8.909 eV. Its net charge is 0.

Cartesian coordinates (Å):
C -1.7888 -0.8161 -0.3934
C -0.8534 0.1395 0.3090
O -1.1284 1.3029 0.5577
H -0.5742 -0.7188 1.5876
H -1.3367 -1.8027 -0.5395
H -2.0502 -0.3954 -1.3705
H -2.7026 -0.9205 0.1994
C 0.7965 -0.0768 -0.3814
C 1.7564 0.9981 0.0908
H 2.1081 0.8110 1.1130
H 1.2023 -1.0967 -0.3281
H 0.5079 0.0931 -1.4232
H 0.1792 -0.5464 1.0753
H 1.2528 1.9718 0.0705
H 2.6313 1.0570 -0.5672

Verdict on stability: 3 comes out at the bottom.

1.
Here is a single C5H11NS molecule from the Open Molecules 2025 dataset. Energies are from ωB97M-V/def2-TZVPD.

For the HOMO-LUMO gap (spin up / spin down), the calculation gives 8.4 / 7.8 eV. As for the HOMO energy (spin up / spin down): -8.130 / -7.511 eV. Its net charge is 0.

Cartesian coordinates (Å):
C 1.8808 0.6022 -0.3541
C 1.7169 1.9646 0.0079
C 0.8133 -0.2614 0.2751
C 0.9023 -1.7888 0.1683
C -3.2556 0.0523 -0.0328
N -1.9006 -0.2360 0.3057
S -0.6799 0.4286 -0.5603
H 1.9631 0.4448 -1.4951
H 2.8882 0.1161 -0.1246
H 1.7940 2.2346 1.1379
H 1.2935 2.6582 -0.6455
H 0.7117 0.1428 1.3692
H 0.8943 -1.9397 -1.0160
H 0.0575 -2.1313 0.7675
H 1.8730 -2.0970 0.4179
H -3.5928 0.8963 -0.5945
H -3.7372 -0.1480 0.9377
H -3.6228 -0.9383 -0.5645

2.
Here is a single C5H11NS molecule from the Open Molecules 2025 dataset. Energies are from ωB97M-V/def2-TZVPD.

For the HOMO-LUMO gap, the calculation gives 9.5 eV. As for the structure (SMILES): C/C=N\SC(C)C. As for the HOMO energy: -8.437 eV. Its net charge is 0.

Cartesian coordinates (Å):
C -1.5063 -1.6095 2.4416
C -1.8668 -1.4466 0.9444
N -1.2898 -0.6795 0.1039
S 0.0808 0.1825 0.6303
C 0.5074 1.0098 -0.9774
C 1.5977 2.0080 -0.6490
C 0.9069 -0.0418 -1.9812
H -0.4690 -2.0281 2.5937
H -1.6640 -0.6580 2.9762
H -2.1675 -2.2961 2.9599
H -2.6875 -1.9940 0.4795
H -0.3514 1.6317 -1.2402
H 1.9631 2.6087 -1.4986
H 1.3027 2.7552 0.0962
H 2.4473 1.4695 -0.2103
H 0.1641 -0.8388 -2.1604
H 1.1887 0.3788 -2.9471
H 1.8436 -0.4519 -1.5616

Verdict on stability: 1 comes out at the bottom.

1.
Here is a molecular structure, B2H8Tl from the Open Molecules 2025 dataset. Energies are from ωB97M-V/def2-TZVPD.

For the HOMO-LUMO gap, the calculation gives 2.2 eV. As for the HOMO energy: -13.334 eV. Its net charge is +1.

Cartesian coordinates (Å):
Tl 2.3729 -0.2781 -0.8677
B 0.2540 3.2893 0.2187
H -0.1346 4.2352 0.5630
H -0.0738 3.0722 -0.7861
H 1.3316 3.2423 0.1918
H -0.1247 2.4966 0.8453
B -0.7180 -3.2022 -0.0573
H -1.4249 -3.8481 0.4399
H -1.0386 -2.2102 0.2207
H 0.2247 -3.5151 0.3641
H -0.6687 -3.2819 -1.1323

2.
Here is a molecular structure, B2H8Tl from the Open Molecules 2025 dataset. Energies are from ωB97M-V/def2-TZVPD.

For the HOMO-LUMO gap, the calculation gives 7.8 eV. As for the HOMO energy: -17.039 eV. Its net charge is +1.

Cartesian coordinates (Å):
Tl -12.0489 -19.8885 -16.4816
B -10.8666 -20.3022 -18.1882
H -11.7844 -20.8671 -18.2404
H -11.1394 -19.2718 -18.0207
H -10.2127 -20.6669 -17.4113
H -10.4178 -20.3457 -19.1685
B -14.1428 -20.0132 -16.9997
H -15.1289 -20.2023 -17.3949
H -14.1765 -19.2774 -16.2112
H -13.6632 -20.8986 -16.6120
H -13.5070 -19.7008 -17.8136

Verdict on stability: 1 comes out at the bottom.